(1)
Entry from the Open Molecules 2025 dataset: a 2-piece molecular cluster, C2H3BrN4 overall (ωB97M-V/def2-TZVPD).

Calculated values
Structure (SMILES) ... N=C=NBr.N=C=N
E_HOMO ... -0.3304 hartree
Lowest unoccupied orbital energy ... 0.52 eV
F_max ... 4.67 eV/Å
Relative energy (zero: lowest compared OMol25 entry of this formula, charge and spin) ... 186.35 kJ/mol
HOMO-LUMO gap ... 9.507 eV

Geometry (Å):
C (0.1063, 0.2305, -1.4417)
C (0.0986, -0.2997, 1.4005)
N (0.5933, -0.5878, -2.1083)
N (0.3213, -1.2385, 0.6582)
N (-0.2896, 0.6062, 2.0455)
N (0.0636, 1.1356, -0.6058)
Br (-0.7928, 2.7126, -0.6612)
H (0.5352, -2.1716, 0.9257)
H (-1.1246, 1.0719, 2.4072)
H (0.4888, -1.4591, -2.6200)

Forces on the atoms, in the same order (eV/Å):
-0.12 2.83 1.54
-1.64 -1.65 0.09
1.15 -3.04 -3.36
0.69 -0.09 -0.46
-0.16 2.20 1.96
-0.16 -0.36 -0.13
-0.47 0.52 -0.30
0.20 -0.31 0.50
0.84 -0.81 -0.62
-0.33 0.72 0.79

Listed below, in e, are the natural (NBO) charges computed for each atom: atom 1 (C): 0.672, atom 2 (C): 0.702, atom 3 (N): -0.661, atom 4 (N): -0.808, atom 5 (N): -0.740, atom 6 (N): -0.690, atom 7 (Br): 0.249, atom 8 (H): 0.404, atom 9 (H): 0.439, atom 10 (H): 0.434

=====

(2)
Entry from the Open Molecules 2025 dataset: a 2-piece molecular cluster, C2H3BrO overall (ωB97M-V/def2-TZVPD).

Calculated values
E_HOMO (alpha / beta) ... -0.2969 / -0.3740 hartree
⟨S²⟩ ... 2.013
Lowest unoccupied orbital energy (alpha / beta) ... -0.19 / -0.73 eV
F_max ... 4.86 eV/Å
Relative energy (zero: lowest compared OMol25 entry of this formula, charge and spin) ... 300.22 kJ/mol
HOMO-LUMO gap (alpha / beta) ... 7.887 / 9.445 eV
Spin multiplicity ... 3

Geometry (Å):
C (-0.4063, -0.1612, -0.4859)
C (0.6558, 0.1877, 0.4859)
O (-2.0546, -1.1073, 0.1338)
Br (-0.6606, -0.0133, -2.1926)
H (0.1973, 1.0176, 1.1808)
H (1.4221, 0.7985, -0.0573)
H (0.8462, -0.7221, 0.9354)

Forces on the atoms, in the same order (eV/Å):
-2.96 -1.78 2.62
-2.63 3.99 -0.83
3.75 2.09 -1.06
-0.30 0.22 -2.06
0.84 -1.84 -0.62
-0.14 -1.28 0.41
1.45 -1.40 1.53

Listed below, in e, are the natural (NBO) charges computed for each atom: atom 1 (C): 0.064, atom 2 (C): -0.729, atom 3 (O): -0.344, atom 4 (Br): 0.255, atom 5 (H): 0.242, atom 6 (H): 0.261, atom 7 (H): 0.250